1.
This record from the OMol25 dataset describes a structure of composition C33H33BCl3N4O3SScSe2 at a distorted geometry. The level of theory is ωB97M-V/def2-TZVPD.

Each line ends with the Löwdin charge.
Geometry (Å):
Sc -0.3239 -0.1872 -0.0355  1.2626
C 3.2327 -2.7579 0.7363  -0.3565
Se 2.5798 -0.9619 0.3742  0.9039
C 3.3467 -0.0214 1.9160  -0.5079
C 4.0381 1.2247 1.4001  -0.5481
Se 2.7809 2.2780 0.3534  0.9647
C 1.9731 3.2679 1.8233  -0.3446
H 2.9203 -3.1089 1.7162  0.0285
H 4.3160 -2.7155 0.6740  0.0429
H 2.8490 -3.4102 -0.0444  0.0348
H 4.0221 -0.7267 2.4018  0.0823
H 2.5413 0.2225 2.6031  0.0636
H 4.8593 0.9740 0.7315  0.0691
H 4.4303 1.8296 2.2166  0.0827
H 2.7632 3.7162 2.4200  0.0398
H 1.3402 2.6359 2.4413  0.0320
H 1.3760 4.0592 1.3759  0.0305
O 0.0471 2.9763 -0.8296  0.0296
B -0.5823 2.1055 0.0518  -0.6545
O -1.6979 2.7089 0.6143  0.1112
C -1.7674 3.9757 0.0565  -0.2091
C -2.7064 4.9594 0.2696  0.0228
C -2.5317 6.1374 -0.4524  -0.0580
C -1.4668 6.2990 -1.3403  -0.0589
C -0.5281 5.2915 -1.5438  0.0240
C -0.7179 4.1351 -0.8217  -0.2154
H -3.5283 4.8198 0.9593  0.1278
H -3.2349 6.9482 -0.3173  0.1131
H -1.3658 7.2313 -1.8797  0.1137
H 0.2992 5.4072 -2.2311  0.1295
Cl -0.7879 -3.6673 8.1450  0.7289
C -0.9938 -4.3226 6.5632  -0.6578
C -0.8209 -3.5115 5.4526  -0.1058
C -0.9945 -4.0583 4.1949  -0.0688
C -1.3367 -5.3933 3.9988  -0.1992
C -1.4599 -5.9858 2.6166  -0.2593
C -0.2294 -5.7107 1.7091  -0.0063
N -0.4417 -4.5659 0.8107  -0.0229
C -1.2219 -4.5740 -0.3275  -0.0087
C -1.2623 -3.2963 -0.7722  -0.1187
N -0.5002 -2.4942 0.0742  -0.0747
C -0.0271 -3.3135 1.0054  -0.1942
O -2.6139 -5.6599 1.8588  -0.0956
C -3.4366 -4.5506 2.1696  -0.1637
C -4.1032 -4.5833 3.5061  -0.3312
C -4.1825 -3.5203 4.3505  -0.9630
Cl -3.6122 -1.9185 4.0363  0.6660
S -4.9620 -3.8902 5.8250  1.0390
C -5.2073 -5.5063 5.3229  -0.3757
C -4.7162 -5.7388 4.0777  -0.1308
C -1.5041 -6.1777 5.1419  -0.5672
Cl -1.9328 -7.8553 5.0374  0.7691
C -1.3393 -5.6536 6.4148  -0.1080
H -0.5644 -2.4683 5.5795  0.1098
H -0.9009 -3.4030 3.3363  0.0861
H -1.5029 -7.0648 2.7354  0.1100
H -0.0496 -6.5838 1.0868  0.1418
H 0.6625 -5.5168 2.3019  0.1416
H -1.6821 -5.4740 -0.6960  0.1486
H -1.7555 -2.9047 -1.6446  0.1151
H 0.6343 -3.0279 1.8066  0.1198
H -4.1920 -4.5932 1.3822  0.1446
H -2.8846 -3.6070 2.0628  0.0725
H -5.7115 -6.1984 5.9796  0.0830
H -4.7776 -6.6925 3.5716  0.1252
H -1.4757 -6.2837 7.2828  0.1171
N -4.6182 -0.6108 -0.3100  0.1771
C -3.4088 -1.0938 -0.0463  -0.1297
N -2.4555 -0.3955 -0.6511  -0.0113
C -3.1207 0.6247 -1.3684  -0.2177
C -2.6274 1.6143 -2.2164  -0.0173
C -3.5420 2.4822 -2.7707  -0.0317
C -4.9217 2.3520 -2.5254  -0.0381
C -5.4217 1.3463 -1.7270  0.0185
C -4.4835 0.4970 -1.1493  -0.1602
H -5.4822 -0.9791 0.0575  0.1837
H -3.2434 -1.9569 0.5801  0.1165
H -1.5737 1.6994 -2.4537  0.1172
H -3.1947 3.2744 -3.4202  0.1242
H -5.6061 3.0455 -2.9950  0.1205
H -6.4847 1.2184 -1.5714  0.1258

Summary:
net charge	+2
HOMO-LUMO gap	6.0434	eV
energy	-247320.0837	eV


2.
This record from the OMol25 dataset describes a structure of composition C33H33BClF2Ge2PPd. The level of theory is ωB97M-V/def2-TZVPD.

Each line ends with the Löwdin spin population.
Geometry (Å):
Pd 0.0706 0.0614 0.7922  0.0659
Cl -1.3508 -2.0878 0.1308  0.0122
C -2.6507 -1.6242 -0.9386  0.0203
C -3.3644 -2.6321 -1.5489  0.0029
C -4.4207 -2.2881 -2.3887  0.0379
C -4.7565 -0.9564 -2.6029  -0.0008
C -4.0369 0.0458 -1.9814  0.0332
C -2.9657 -0.2788 -1.1262  0.0508
P -2.0861 1.0233 -0.3213  0.3028
C -2.1996 0.9620 1.4552  0.0463
C -1.3768 1.8260 2.2043  0.0230
C -1.4093 1.7677 3.5908  -0.0013
C -2.2452 0.8670 4.2293  0.0388
C -3.0641 0.0002 3.4865  0.0020
C -3.0361 0.0321 2.1076  0.0234
C -2.3565 2.6019 -1.0429  0.0689
C -2.7805 3.7037 -0.2796  0.0368
C -2.9889 4.9140 -0.9080  0.0067
C -2.7592 5.0396 -2.2791  0.0701
C -2.3240 3.9513 -3.0363  -0.0003
C -2.1128 2.7341 -2.4255  0.0438
H -3.1077 -3.6686 -1.3785  -0.0003
H -4.9847 -3.0735 -2.8745  0.0017
H -5.5842 -0.6979 -3.2487  -0.0001
H -4.3098 1.0807 -2.1369  0.0008
H -0.8018 2.6002 1.7115  0.0002
H -0.7994 2.4494 4.1722  -0.0006
H -2.2758 0.8391 5.3106  0.0016
H -3.7241 -0.6901 3.9940  -0.0001
H -3.6649 -0.6325 1.5304  0.0007
H -2.9826 3.6014 0.7789  0.0008
H -3.3448 5.7619 -0.3388  -0.0002
H -2.9249 5.9933 -2.7628  0.0031
H -2.1530 4.0637 -4.0980  -0.0010
H -1.7730 1.8852 -3.0083  0.0006
C 3.9721 0.9843 -0.1278  -0.0011
Ge 2.2441 1.6542 0.5232  0.0075
C 2.4862 2.5502 2.2380  0.0003
C 1.3519 2.7735 -0.7929  0.0133
Ge 2.0432 -1.1841 0.0799  0.0125
C 2.2269 -1.6513 -1.7221  0.0043
C 1.6418 -0.8823 -2.7356  0.0022
C 1.8205 -1.2690 -4.0531  0.0003
C 2.5765 -2.4004 -4.3458  0.0000
C 3.1643 -3.1597 -3.3361  0.0005
C 3.0001 -2.7848 -2.0145  0.0005
C 2.5839 -2.4903 1.3613  0.0029
C 3.3796 -2.2550 2.4785  0.0014
C 3.6285 -3.2920 3.3627  0.0000
C 3.0887 -4.5525 3.1335  0.0012
C 2.3101 -4.7971 2.0128  0.0002
C 2.0690 -3.7742 1.1040  0.0006
H 4.5091 1.9357 -0.1999  -0.0001
H 3.9656 0.5141 -1.1081  0.0000
H 4.4999 0.3574 0.5875  0.0000
H 2.8679 3.5392 1.9642  0.0000
H 3.2325 2.0504 2.8497  0.0000
H 1.5798 2.6716 2.8096  0.0000
H 1.9955 3.6530 -0.8975  0.0021
H 0.3816 3.1103 -0.4472  0.0001
H 1.2548 2.3035 -1.7713  0.0003
H 1.0586 -0.0009 -2.4934  0.0023
H 1.3810 -0.6928 -4.8565  0.0001
H 2.7168 -2.6878 -5.3794  0.0000
H 3.7583 -4.0296 -3.5793  0.0000
H 3.4756 -3.3595 -1.2296  0.0001
H 3.8171 -1.2818 2.6654  0.0000
H 4.2534 -3.1142 4.2273  0.0000
H 3.2890 -5.3582 3.8266  0.0001
H 1.9119 -5.7874 1.8391  0.0000
H 1.4785 -3.9729 0.2160  0.0000
F -0.2088 -1.7164 2.9484  0.0103
B 0.5321 -0.6957 2.6289  0.0362
F 1.3078 -0.0821 3.4654  0.0118

Summary:
2S+1	2
net charge	+3
HOMO-LUMO gap (spin up / spin down)	6.9643 / 5.1815	eV
energy	-179167.0597	eV


3.
This record from the OMol25 dataset describes a cluster of 6 separate species, C33H33N3O6 in total at a distorted geometry. The level of theory is ωB97M-V/def2-TZVPD.

Each line ends with the Löwdin charge.
Geometry (Å):
N 3.4445 -0.4854 3.0473  0.0653
C 3.3755 -1.1454 4.1873  -0.1365
C 2.5445 -0.8414 5.3613  -0.0479
C 1.7685 0.2966 5.2383  -0.0788
C 1.8895 1.0826 4.0203  -0.0409
C 2.7355 0.6276 2.9823  -0.1830
H 4.1105 -1.8184 4.4013  0.0637
H 2.6485 -1.3594 6.3743  0.1244
H 1.1475 0.7136 5.9673  0.0744
H 1.4065 2.0356 3.8143  0.0961
H 2.5665 1.1536 2.0663  0.0753
N -4.7495 -2.7884 -0.2047  0.0704
C -4.5425 -2.2614 -1.4597  -0.1664
C -5.2445 -1.1554 -1.9177  -0.0593
C -6.2455 -0.4984 -1.0227  -0.0236
C -6.2465 -0.9814 0.2993  -0.1424
C -5.4745 -1.9854 0.6563  -0.2048
H -3.6675 -2.7394 -2.0017  0.1240
H -5.0355 -0.7404 -2.9347  0.1036
H -6.7565 0.3396 -1.3037  0.0586
H -7.0745 -0.5714 1.0983  0.1613
H -5.7095 -2.2414 1.6983  0.1092
N 1.3425 4.6036 -4.1967  0.0591
C 0.1755 4.8826 -3.4527  -0.0962
C 0.1995 5.3196 -2.0927  -0.0096
C 1.5465 5.4366 -1.6077  -0.1207
C 2.5965 5.1716 -2.3307  -0.1357
C 2.5495 4.6896 -3.6367  -0.1582
H -0.6775 4.7486 -3.8617  0.0234
H -0.7345 5.5786 -1.5897  0.1054
H 1.7075 5.6296 -0.5997  0.0873
H 3.7465 5.2616 -1.8847  0.1705
H 3.4795 4.3376 -4.0887  0.1124
C -1.6625 0.7156 -0.2367  0.0058
C -0.6915 1.4656 -1.0427  -0.0031
C 0.6895 1.2386 -0.8747  -0.3181
C 1.0755 0.3116 0.1463  0.0120
C 0.1395 -0.3194 1.0103  0.0253
C -1.2625 -0.1824 0.7923  -0.2492
O -2.1845 -0.9154 1.5313  0.1037
O 1.6055 1.7326 -1.7367  0.0198
H -2.6245 0.9916 -0.4917  0.0701
H -0.9715 2.1216 -1.9067  0.1129
H 2.0505 0.2116 0.3513  0.0535
H 0.3195 -0.9524 1.7713  0.0725
H -2.8325 -0.8764 1.0113  -0.0582
H 1.3945 2.4496 -2.3827  0.1017
C -1.0135 -3.4234 4.6043  0.0042
C -2.2845 -2.7694 4.7673  -0.0003
C -3.2565 -3.5264 5.4953  -0.2879
C -2.9445 -4.8144 6.0003  -0.0448
C -1.7525 -5.4504 5.8803  -0.0245
C -0.7005 -4.7544 5.1303  -0.2917
O 0.5285 -5.2614 5.0263  0.0546
O -4.4975 -2.9834 5.5523  0.0854
H -0.1715 -2.8304 4.1673  0.1060
H -2.6705 -1.9894 4.1433  0.0925
H -3.6095 -5.4784 6.4713  0.0966
H -1.6405 -6.4484 6.2603  0.1035
H 0.7065 -6.0624 5.4823  0.0910
H -4.5295 -2.1324 5.4063  0.0084
C 4.7515 0.4876 -6.8627  0.0822
C 4.8645 -0.1144 -5.4037  0.0763
C 3.7575 0.1316 -4.5927  -0.3384
C 2.6195 0.7316 -5.1237  -0.0559
C 2.5875 1.2556 -6.4537  -0.0732
C 3.6045 1.2626 -7.3307  -0.3211
O 3.7595 1.7786 -8.6167  0.0310
O 3.6855 -0.3924 -3.3137  0.0699
H 5.6355 0.5706 -7.3767  0.0589
H 5.6655 -0.6104 -5.0997  0.0483
H 1.5665 0.5316 -4.6207  0.1553
H 1.5495 1.8216 -6.4617  0.1430
H 3.0295 2.2246 -9.0367  0.0961
H 2.8935 -0.0454 -3.0627  0.0056

Summary:
SMILES string	Oc1ccc(O)cc1.Oc1ccc(O)cc1.Oc1ccc(O)cc1.c1ccncc1.c1ccncc1.c1ccncc1
HOMO-LUMO gap	7.8062	eV
energy	-51501.5832	eV


4.
This record from the OMol25 dataset describes a structure of composition C33H33N6OPS5SbTi. The level of theory is ωB97M-V/def2-TZVPD.

Each line ends with the Löwdin spin population.
Geometry (Å):
Ti -0.5245 2.0154 -0.4571  0.9578
C -2.6041 2.1986 3.4259  0.0003
C -2.1464 2.1318 2.0032  0.0023
N -0.9523 2.4842 1.6510  0.0079
N -0.1067 2.8811 2.6278  0.0034
C 1.1719 3.5141 2.3938  0.0006
N 1.7713 3.5872 3.7117  0.0006
S 2.3939 2.4565 1.5297  0.0126
C -3.0933 1.7061 0.9390  0.0028
C -4.4194 1.4100 1.2139  0.0001
C -5.2750 1.0954 0.1657  0.0004
C -4.7929 1.0863 -1.1290  0.0000
C -3.4552 1.3743 -1.3306  0.0036
N -2.6294 1.6673 -0.3253  0.0077
H -1.8054 1.8908 4.1012  0.0000
H -3.4409 1.5347 3.6146  0.0000
H -2.9171 3.2144 3.6869  0.0000
H -0.5533 3.2118 3.4708  0.0002
H 1.1792 4.1004 4.3586  0.0001
H 2.6534 4.0861 3.6585  0.0002
H -4.8060 1.4407 2.2193  0.0000
H -6.3138 0.8718 0.3686  0.0000
H -5.4295 0.8662 -1.9736  0.0000
H -3.0135 1.3767 -2.3193  0.0004
S 1.0941 5.2263 1.6932  -0.0001
Sb 1.1231 5.0366 -0.7073  -0.0016
S 1.9516 2.6733 -0.4729  0.0052
S -1.0792 4.2736 -1.1617  -0.0124
N 0.4096 3.2173 -4.0239  -0.0005
C 0.6657 1.9102 -3.8849  0.0034
S -0.2644 0.9451 -2.8154  0.0101
N 1.6605 1.4005 -4.6048  0.0006
C 2.1899 0.0660 -4.5657  0.0000
C 1.3830 -1.0413 -4.7710  -0.0003
C 1.9575 -2.3036 -4.7547  0.0000
C 3.3239 -2.4537 -4.5651  -0.0001
C 4.1258 -1.3350 -4.3898  -0.0001
C 3.5586 -0.0701 -4.3821  0.0000
H -0.4145 3.5843 -3.5629  0.0000
H 0.8253 3.7587 -4.7664  0.0000
H 2.1753 2.0425 -5.1922  0.0001
H 0.3250 -0.9232 -4.9554  -0.0001
H 1.3339 -3.1723 -4.9165  0.0000
H 3.7658 -3.4407 -4.5748  0.0000
H 5.1948 -1.4434 -4.2636  0.0000
H 4.1768 0.8086 -4.2403  0.0000
O -0.0234 0.2242 0.1286  -0.0041
P 0.1360 -1.1420 0.8157  -0.0007
C -1.3970 -2.0507 0.7013  -0.0001
C -2.2216 -1.8127 -0.3984  0.0001
C -3.3849 -2.5473 -0.5612  0.0000
C -3.7214 -3.5276 0.3635  0.0000
C -2.8946 -3.7798 1.4499  0.0000
C -1.7319 -3.0446 1.6215  0.0000
C 0.5727 -0.9267 2.5312  -0.0001
C -0.4047 -0.7021 3.5015  0.0000
C -0.0317 -0.4574 4.8131  0.0000
C 1.3142 -0.4207 5.1576  0.0000
C 2.2899 -0.6364 4.1946  0.0000
C 1.9222 -0.8954 2.8841  -0.0001
C 1.4265 -2.0247 -0.0382  -0.0002
C 2.2370 -1.3431 -0.9439  0.0000
C 3.2566 -2.0202 -1.5945  0.0000
C 3.4637 -3.3693 -1.3444  0.0000
C 2.6494 -4.0518 -0.4488  0.0000
C 1.6285 -3.3827 0.2045  0.0000
H -1.9427 -1.0702 -1.1368  0.0001
H -4.0222 -2.3681 -1.4171  0.0000
H -4.6263 -4.1058 0.2318  0.0000
H -3.1535 -4.5512 2.1623  0.0000
H -1.0916 -3.2457 2.4716  0.0000
H -1.4561 -0.7408 3.2399  0.0000
H -0.7892 -0.3131 5.5730  0.0000
H 1.6030 -0.2379 6.1841  0.0000
H 3.3359 -0.6164 4.4682  0.0000
H 2.6846 -1.0842 2.1380  0.0000
H 2.0568 -0.2965 -1.1556  0.0000
H 3.8837 -1.4958 -2.3024  0.0000
H 4.2604 -3.8965 -1.8526  0.0000
H 2.8080 -5.1053 -0.2633  0.0000
H 0.9909 -3.9229 0.8944  0.0000

Summary:
2S+1	2
net charge	+2
HOMO-LUMO gap (spin up / spin down)	7.4486 / 7.5439	eV
energy	-138856.9600	eV


Question: Which of these has the lowest energy?
Answer: C33H33BCl3N4O3SScSe2


Question: Which value of energy does entry 2 give?
Answer: -179167.0597 eV


Question: Which value of energy does entry 3 give?
Answer: -51501.5832 eV